[1]
{"formula": "C7H6S", "method": "ωB97M-V/def2-TZVPD", "total_charge": 0, "lumo_energy_ev": 0.3790, "e_tot_ev": -18187.33913, "smiles": "C1=C[C@H]2SC=CC2=C1", "e_homo_ev": -7.618, "symbols": ["C", "C", "H", "C", "H", "H", "H", "C", "S", "H", "C", "C", "C", "H"], "positions_angstrom": [[0.132, 0.194, -1.909], [0.555, -0.565, 2.118], [0.899, -1.039, 2.892], [-0.383, 0.488, 1.810], [-0.509, 1.261, 2.472], [0.591, -1.956, -2.000], [-1.834, -0.022, 0.326], [-0.650, 0.301, 0.305], [-0.178, 1.498, -0.764], [0.999, -2.698, 1.153], [0.074, -1.092, -1.527], [0.612, -1.618, 1.031], [0.066, -1.036, -0.100], [0.272, 0.453, -2.991]], "mulliken_charge": [-0.1267, -0.4994, 0.5380, -0.9686, 0.4492, 0.2839, 0.2694, 0.4226, -0.1788, 0.3316, -0.7663, -0.3370, 0.2534, 0.3289]}

---

[2]
{"formula": "C18H23ClN6O", "method": "ωB97M-V/def2-TZVPD", "total_charge": 0, "lumo_energy_ev": 0.6644, "e_tot_ev": -42549.89040, "smiles": "COCCNc1nc(C(C)(C)C)nc2c1nnn2Cc1ccccc1Cl", "e_homo_ev": -8.633, "symbols": ["H", "C", "H", "H", "C", "H", "H", "H", "N", "H", "N", "H", "H", "C", "C", "N", "C", "H", "C", "C", "C", "C", "C", "H", "N", "H", "H", "C", "C", "H", "C", "Cl", "H", "H", "O", "N", "H", "H", "H", "C", "H", "H", "C", "C", "N", "C", "C", "H", "H"], "positions_angstrom": [[-2.130, 1.932, 2.269], [-4.532, -1.274, -0.320], [-3.729, -2.976, 1.441], [-2.502, 3.825, -0.140], [-3.571, -1.339, -1.523], [-3.644, -3.931, -0.063], [-4.009, -1.964, -2.303], [0.407, 3.156, -0.979], [0.545, 0.561, 0.666], [-0.074, 4.331, 0.251], [-1.569, 0.186, -0.349], [-0.417, 2.262, 2.550], [-3.435, -0.321, -1.895], [5.181, -1.047, -0.116], [-1.339, -1.106, -0.572], [-2.268, -1.851, -1.188], [0.787, -0.731, 0.450], [1.049, 3.028, 0.662], [3.657, 0.789, -0.217], [-1.290, 2.556, 1.973], [0.172, 3.286, 0.075], [3.108, -1.072, 1.359], [-4.322, -3.437, 0.642], [-5.356, -0.601, -0.567], [0.506, -2.856, -0.184], [-3.092, 2.158, -0.052], [-3.986, -0.868, 0.543], [4.439, 1.393, -1.183], [-2.250, 2.784, -0.330], [2.744, 1.259, 0.120], [5.601, 0.776, -1.614], [5.685, -2.576, 0.520], [3.571, -1.961, 1.791], [4.143, 2.345, -1.597], [-5.150, -2.493, 0.009], [1.653, -2.746, 0.352], [-1.529, 3.592, 2.199], [-4.986, -4.186, 1.073], [6.877, -0.935, -1.409], [-0.098, -1.639, -0.162], [6.219, 1.241, -2.367], [2.873, -0.348, 2.145], [4.014, -0.437, 0.333], [5.974, -0.444, -1.080], [1.869, -1.484, 0.755], [-1.009, 2.396, 0.472], [-0.647, 0.947, 0.236], [-2.067, 2.656, -1.394], [-2.070, -2.835, -1.280]], "mulliken_charge": [0.3868, -0.4205, 0.2812, 0.4602, -0.6539, 0.2154, 0.3760, 0.3778, -0.3609, 0.4693, -0.2685, 0.3636, 0.3985, 0.5675, -0.7566, -0.1833, 0.7256, 0.2879, 0.1575, -1.7264, -1.6824, -1.5331, -0.6201, 0.3321, -0.4509, 0.2525, 0.3727, -0.8604, -1.8431, 0.4333, -0.3390, -0.2457, 0.5167, 0.3929, -0.4472, -0.8957, 0.4236, 0.2552, 0.4083, 1.2602, 0.3794, 0.2895, 0.2680, -0.6366, 0.9420, 2.3038, -0.6680, 0.3846, 0.3105]}

---

[3]
{"formula": "C22H30BrO12P", "method": "ωB97M-V/def2-TZVPD", "total_charge": 0, "lumo_energy_ev": -1.8493, "e_tot_ev": -127191.55579, "smiles": "CC(=O)OCCCCCCC1=CC(=O)C(P(O)O)=C(Br)C1=O.C[C@@H]1COC(=O)O1.C[C@@H]1COC(=O)O1", "e_homo_ev": -8.218, "symbols": ["O", "H", "H", "H", "C", "O", "H", "H", "H", "O", "C", "C", "H", "H", "O", "O", "C", "P", "O", "C", "C", "H", "C", "C", "H", "C", "O", "C", "Br", "H", "C", "H", "C", "C", "C", "H", "H", "O", "C", "H", "C", "H", "H", "H", "H", "H", "C", "O", "H", "O", "H", "H", "C", "C", "C", "H", "O", "H", "H", "O", "H", "H", "C", "H", "H", "C"], "positions_angstrom": [[-3.522, -6.941, -0.710], [-7.323, -5.969, -2.370], [-0.101, -1.479, -2.924], [2.757, 1.063, -0.886], [2.932, -0.043, 1.370], [4.931, 1.273, -1.137], [0.973, 7.009, 6.040], [0.761, -0.678, 0.777], [3.911, 0.311, 0.833], [5.291, 3.241, -2.251], [1.939, 0.220, -1.095], [4.683, 2.034, -2.059], [2.112, -1.772, 0.003], [5.604, 3.396, -4.265], [-2.737, -1.997, 0.053], [3.752, 1.790, -3.028], [-0.816, 0.166, -1.362], [0.741, 4.814, 5.710], [4.481, 1.158, 3.686], [3.268, 1.730, 3.568], [3.558, 3.014, -3.713], [5.630, 5.672, -4.002], [1.821, -0.654, 0.286], [2.307, 1.115, 2.351], [0.185, 1.339, 1.379], [-1.700, -4.281, 0.509], [-5.526, -6.829, -1.809], [-4.621, -6.432, -0.865], [4.102, 3.623, 5.997], [0.690, 1.236, -2.709], [0.420, 2.850, 3.309], [2.708, 3.535, -3.261], [2.790, 2.922, 4.606], [0.575, 1.010, -1.543], [1.387, 3.467, 4.501], [-7.035, -4.848, 1.324], [3.219, -0.960, 2.061], [-0.518, -2.424, -1.039], [4.868, 3.718, -3.519], [-1.139, -5.062, -0.161], [4.757, 5.233, -3.508], [-1.400, 5.634, 5.816], [-1.051, 0.099, -0.200], [3.343, 2.831, -4.770], [-8.331, -4.843, 0.097], [0.475, 2.054, -1.016], [0.926, 1.693, 2.240], [-5.109, -5.403, -0.114], [3.872, 5.583, -4.049], [-0.857, 3.268, 3.187], [-6.080, -4.167, -1.423], [2.353, -0.420, -1.983], [-7.312, -4.511, 0.319], [-0.807, -1.345, -1.998], [-6.754, -6.212, -1.468], [-1.913, -1.539, -2.400], [-0.997, 4.707, 5.876], [-7.331, -3.415, 0.345], [-1.677, 0.804, -1.840], [1.275, 6.412, 5.268], [4.734, 5.632, -2.488], [-2.858, -4.538, 0.635], [-6.318, -4.982, -0.728], [-7.336, -6.910, -0.858], [-1.279, -4.226, 1.621], [-1.687, -2.776, -0.218]], "mulliken_charge": [-0.5467, 0.3272, 0.3352, -0.4074, -0.7214, -0.5586, 0.3416, 0.1120, 0.3261, -0.3318, 0.2757, 0.6023, 0.3165, 0.2713, -0.5831, -0.2193, -0.3006, 0.4215, -0.5598, 0.3048, -0.6549, 0.3290, -0.2996, 0.6463, 0.0873, -0.5464, -0.3102, 0.6223, -0.1062, 0.2675, 0.1838, 0.3579, -0.4281, -0.6723, 0.3542, 0.3550, 0.3762, -0.3174, 0.5181, 0.2596, -1.3363, 0.3007, 0.0940, 0.3426, 0.3612, 0.2878, -0.2042, -0.3382, 0.3538, -0.5864, 0.2488, 0.3287, -1.3342, -0.5191, -0.5819, 0.2435, -0.4658, 0.3232, 0.4089, -0.4953, 0.3438, 0.0585, 0.5280, 0.3342, 0.2819, 0.5943]}